{"formula": "C61H134F15N7O17", "method": "ωB97M-V with the def2-TZVPD basis set", "symbols": ["C", "C", "O", "N", "H", "H", "C", "H", "H", "H", "H", "H", "H", "C", "C", "O", "N", "H", "H", "C", "H", "H", "H", "H", "H", "H", "C", "C", "O", "N", "H", "H", "C", "H", "H", "H", "H", "H", "H", "C", "C", "N", "C", "C", "C", "C", "C", "O", "C", "H", "H", "H", "H", "H", "H", "H", "H", "H", "H", "H", "H", "H", "H", "H", "H", "H", "H", "H", "H", "C", "C", "N", "C", "C", "C", "C", "C", "O", "C", "H", "H", "H", "H", "H", "H", "H", "H", "H", "H", "H", "H", "H", "H", "H", "H", "H", "H", "H", "H", "C", "C", "N", "C", "C", "C", "C", "C", "O", "C", "H", "H", "H", "H", "H", "H", "H", "H", "H", "H", "H", "H", "H", "H", "H", "H", "H", "H", "H", "H", "C", "C", "N", "C", "C", "C", "C", "C", "O", "C", "H", "H", "H", "H", "H", "H", "H", "H", "H", "H", "H", "H", "H", "H", "H", "H", "H", "H", "H", "H", "C", "O", "O", "C", "F", "F", "F", "C", "C", "H", "H", "H", "H", "H", "H", "C", "O", "O", "C", "F", "F", "F", "C", "C", "H", "H", "H", "H", "H", "H", "C", "O", "O", "C", "F", "F", "F", "C", "C", "H", "H", "H", "H", "H", "H", "C", "O", "O", "C", "F", "F", "F", "C", "C", "H", "H", "H", "H", "H", "H", "C", "O", "O", "C", "F", "F", "F", "C", "C", "H", "H", "H", "H", "H", "H"], "coordinates": [[1.5460, -1.8968, -3.1150], [0.4554, -1.6990, -2.1101], [0.0124, -2.5747, -1.3729], [-0.0889, -0.2474, -2.0221], [0.6536, 0.4150, -2.1950], [-0.7934, -0.0766, -2.7254], [-0.7117, 0.0180, -0.7094], [1.1054, -2.3006, -4.0265], [2.2743, -2.6423, -2.7956], [2.1362, -1.0144, -3.3625], [-0.0013, -0.2360, 0.0773], [-1.6401, -0.5049, -0.4797], [-0.9060, 1.0901, -0.6791], [-5.1288, 5.9576, -5.7522], [-6.4879, 6.1062, -5.1967], [-7.1288, 7.1717, -5.3454], [-7.0470, 4.8241, -4.5230], [-6.5475, 4.0538, -4.9440], [-6.8096, 4.7900, -3.5419], [-8.5308, 4.6401, -4.5992], [-5.2178, 5.5491, -6.7589], [-4.6386, 5.2398, -5.0945], [-4.5094, 6.8442, -5.6171], [-8.8986, 4.8101, -5.6111], [-8.9883, 5.1237, -3.7361], [-8.6119, 3.5731, -4.3919], [2.8562, -9.7444, -11.3382], [2.0407, -10.1191, -10.1663], [1.4399, -11.1532, -10.1173], [2.0050, -9.0812, -9.0776], [2.2423, -9.3953, -8.1475], [2.6542, -8.3270, -9.2499], [0.6112, -8.3463, -9.0310], [2.7551, -10.4677, -12.1474], [3.9195, -9.6992, -11.1026], [2.6576, -8.7527, -11.7446], [0.7262, -7.7186, -8.1473], [-0.1617, -9.1091, -8.9364], [0.4761, -7.7785, -9.9515], [3.1636, 5.3402, 6.1229], [4.0838, 6.4137, 6.7390], [5.1904, 5.8540, 7.6838], [5.8435, 4.5776, 7.0940], [6.2572, 6.9419, 7.8918], [5.7907, 8.2758, 8.5192], [4.5069, 5.4472, 9.0073], [5.4589, 4.8240, 10.1005], [6.5161, 5.6620, 10.5706], [7.5442, 4.9818, 11.2233], [2.4048, 5.7235, 5.4408], [2.5431, 4.8617, 6.8806], [3.5799, 4.5190, 5.5395], [3.5397, 7.0839, 7.4045], [4.5624, 7.0877, 6.0285], [6.7994, 4.5070, 7.6129], [6.1043, 4.8037, 6.0601], [5.2351, 3.6915, 7.2753], [6.7320, 7.1576, 6.9347], [7.0487, 6.5267, 8.5156], [5.0292, 8.8177, 7.9582], [6.6178, 8.9822, 8.5896], [5.4709, 8.2302, 9.5603], [3.7218, 4.7506, 8.7135], [4.0137, 6.3257, 9.4234], [5.8668, 3.8900, 9.7142], [4.9498, 4.5509, 11.0248], [8.3785, 5.6503, 11.4361], [7.9600, 4.2830, 10.4974], [7.3286, 4.3359, 12.0745], [-6.4202, -11.3249, -0.5791], [-5.2344, -10.9677, 0.3434], [-5.0012, -9.4516, 0.5062], [-4.6971, -8.8050, -0.8935], [-6.2932, -8.7476, 1.1494], [-6.0083, -7.2519, 1.6240], [-3.6678, -9.2351, 1.3645], [-3.4865, -9.9155, 2.8098], [-4.7789, -9.9371, 3.5777], [-4.6898, -10.2756, 4.9344], [-7.3331, -10.7717, -0.3584], [-6.6477, -12.3881, -0.5023], [-6.1521, -11.2081, -1.6291], [-4.2911, -11.2897, -0.0980], [-5.3958, -11.3990, 1.3313], [-4.3860, -7.7680, -0.7672], [-5.6446, -8.9118, -1.4217], [-3.8655, -9.3200, -1.3744], [-6.5906, -9.4707, 1.9089], [-7.1492, -8.8524, 0.4828], [-6.8549, -6.6595, 1.9709], [-5.7743, -6.7251, 0.6989], [-5.2276, -7.2197, 2.3841], [-3.5636, -8.1517, 1.4240], [-2.7460, -9.4251, 0.8147], [-2.6261, -9.6896, 3.4396], [-3.3462, -10.9578, 2.5234], [-5.5904, -10.5501, 5.4835], [-4.0555, -9.5297, 5.4132], [-4.1865, -11.2190, 5.1463], [11.6364, 4.7110, -0.0505], [12.1838, 4.7298, -1.5085], [11.2207, 5.2926, -2.5844], [10.8237, 6.7724, -2.2082], [11.9440, 5.3446, -3.9732], [13.0889, 6.4524, -4.1173], [9.8843, 4.4437, -2.6039], [10.0173, 2.8597, -2.8174], [10.8092, 2.6734, -4.0156], [10.5329, 1.5058, -4.8021], [12.4586, 4.3244, 0.5517], [10.8575, 3.9561, 0.0561], [11.1967, 5.6003, 0.4010], [12.6334, 3.7651, -1.7434], [12.9883, 5.4580, -1.4049], [10.1376, 6.7222, -1.3627], [10.4925, 7.3713, -3.0566], [11.6418, 7.3307, -1.7531], [11.1724, 5.5100, -4.7251], [12.3242, 4.3439, -4.1785], [12.7859, 7.4885, -3.9663], [13.6034, 6.1957, -5.0433], [13.8001, 6.3043, -3.3048], [9.3329, 4.8394, -3.4568], [9.2533, 4.6111, -1.7310], [9.0303, 2.3973, -2.8299], [10.6256, 2.4630, -2.0045], [11.3627, 0.8465, -4.5474], [10.5307, 1.9479, -5.7984], [9.5781, 0.9993, -4.6612], [-4.1062, 1.8690, 11.0316], [-5.5556, 1.6432, 10.6424], [-6.0002, 0.1633, 10.5682], [-7.4171, 0.0606, 10.0296], [-5.1231, -0.7007, 9.6562], [-4.9246, -0.2547, 8.2223], [-6.0549, -0.4745, 12.0613], [-6.9195, -1.7591, 12.3500], [-6.6677, -2.6853, 11.2888], [-7.4399, -3.8694, 11.5218], [-3.3667, 1.3900, 10.3898], [-3.8057, 1.6029, 12.0450], [-3.7775, 2.9082, 11.0251], [-5.7256, 2.0373, 9.6405], [-6.2828, 2.1729, 11.2578], [-7.9597, 0.6680, 10.7540], [-7.6033, -1.0054, 9.8988], [-7.6560, 0.5673, 9.0946], [-5.3974, -1.7545, 9.7045], [-4.1659, -0.7340, 10.1764], [-5.8269, -0.3533, 7.6188], [-4.0845, -0.8094, 7.8043], [-4.6887, 0.8025, 8.1013], [-6.3881, 0.2525, 12.8019], [-5.0262, -0.5793, 12.4061], [-7.9665, -1.4627, 12.2859], [-6.8182, -2.1890, 13.3465], [-7.4232, -4.5328, 10.6571], [-8.4907, -3.5827, 11.4800], [-7.3484, -4.3823, 12.4793], [2.9529, -2.8703, -11.8314], [1.9127, -3.5151, -12.5851], [3.4773, -3.8828, -11.0419], [3.9472, -2.1106, -12.7370], [4.4906, -2.8047, -13.7256], [3.3993, -0.9981, -13.2600], [4.9138, -1.6466, -12.0420], [0.9646, -2.6128, -13.3164], [0.0575, -3.6196, -13.9178], [-0.3463, -4.2390, -13.1169], [-0.8140, -3.1575, -14.3815], [0.6438, -4.2676, -14.5693], [1.3492, -1.9940, -14.1271], [0.5013, -1.8544, -12.6852], [2.3997, -2.1344, -11.2480], [3.2411, -2.7695, 6.5387], [3.7176, -2.3017, 5.3265], [2.9532, -1.6303, 7.3987], [2.2124, -3.9836, 6.3727], [1.4420, -4.1413, 7.4059], [1.4844, -3.8263, 5.3184], [2.7294, -5.1656, 6.1178], [4.4783, -3.0731, 4.3599], [5.5047, -2.2468, 3.6359], [5.1506, -1.2268, 3.4862], [6.3204, -2.0854, 4.3406], [6.0356, -2.7146, 2.8067], [3.7754, -3.4718, 3.6284], [4.9119, -3.9759, 4.7901], [4.0838, -3.3290, 6.9449], [-8.9384, 3.6887, 1.9258], [-9.5735, 2.7152, 1.1363], [-7.6860, 3.9175, 1.3269], [-9.9119, 4.8444, 2.2797], [-10.5869, 5.3513, 1.2312], [-10.9034, 4.4938, 3.1394], [-9.3947, 5.8824, 2.8367], [-10.2927, 1.6815, 1.7975], [-10.5706, 0.5655, 0.6681], [-11.2888, 1.0305, -0.0072], [-9.6870, 0.5195, 0.0315], [-10.9969, -0.4061, 0.9177], [-11.2966, 1.9006, 2.1612], [-9.8186, 1.2054, 2.6558], [-8.7121, 3.2860, 2.9130], [3.0986, 6.2709, -4.0698], [3.8583, 6.1498, -5.3121], [3.2387, 5.0800, -3.3789], [3.4766, 7.6561, -3.3789], [4.8148, 7.7887, -3.0238], [3.2886, 8.6498, -4.2178], [2.7972, 7.8720, -2.1799], [3.3867, 5.4014, -6.4375], [4.6588, 5.1055, -7.2705], [4.4033, 4.7043, -8.2512], [5.3010, 5.9580, -7.4920], [5.2323, 4.3322, -6.7594], [2.6452, 5.9043, -7.0582], [2.8154, 4.5382, -6.0959], [2.0714, 6.3928, -4.4135], [-5.6909, 0.1122, -8.4111], [-6.7348, 0.9924, -8.8377], [-5.1736, 0.7266, -7.2298], [-6.2333, -1.3837, -8.4455], [-7.1435, -1.5791, -7.4806], [-6.7268, -1.7460, -9.5788], [-5.2019, -2.1707, -8.1327], [-6.9626, 1.3154, -10.2178], [-8.0891, 2.4164, -10.2432], [-7.9655, 3.4006, -9.7915], [-8.1273, 2.5596, -11.3231], [-9.0563, 2.0501, -9.8991], [-7.3880, 0.4192, -10.6694], [-6.0123, 1.5133, -10.7137], [-5.0068, 0.2737, -9.2442]], "atomic_forces_ev_per_a": [[0.33, 0.08, -0.18], [-0.22, -3.09, 1.62], [0.88, 3.55, -2.20], [-0.52, -1.44, 0.69], [0.51, 0.30, -0.11], [-0.30, -0.13, -0.79], [0.00, 0.93, 1.41], [-0.14, 0.16, -0.17], [-0.36, -0.11, 0.39], [-0.37, 0.23, -0.04], [0.02, 0.06, -0.15], [0.20, -0.24, -0.75], [-0.03, -0.06, 0.10], [0.52, -1.09, 1.47], [-2.02, 5.40, -1.27], [1.54, -5.29, 1.47], [-0.35, 1.62, -0.77], [0.13, -0.61, -0.46], [0.40, 0.30, 0.64], [0.20, -1.46, 0.43], [0.34, 0.14, -0.10], [0.38, -0.53, -0.41], [-0.56, 0.26, -0.64], [-0.02, 0.49, 0.40], [-0.13, 0.52, -0.65], [-0.43, -0.08, -0.13], [0.77, 0.56, -0.73], [0.02, -1.90, -1.72], [0.16, 1.54, 1.40], [-1.63, 1.09, -0.11], [-0.18, -0.79, 0.31], [0.62, 0.27, -0.55], [0.87, -0.73, 0.31], [-0.26, -0.03, 0.31], [0.15, -0.07, 0.35], [-0.32, 0.20, 0.14], [-0.50, 0.13, -0.27], [0.18, 0.11, 0.15], [0.25, 0.03, 0.15], [-0.50, -0.22, 0.27], [0.04, -0.43, 0.40], [-0.35, -0.55, -0.02], [0.64, 1.71, 0.56], [0.19, 0.55, 0.42], [-0.21, -0.02, 0.12], [1.06, 0.44, 0.83], [0.32, -0.12, -0.02], [-1.11, 1.04, -0.66], [1.38, -1.15, -0.94], [0.27, 0.77, 0.05], [0.17, -0.01, 0.27], [0.73, 0.26, 0.18], [-0.33, -0.15, -0.16], [0.23, -0.46, -0.22], [-0.13, -0.33, 0.12], [-0.46, -0.32, -0.06], [-0.05, 0.28, -0.32], [-0.39, -0.24, -0.28], [-0.35, -0.19, 0.08], [-0.08, -0.26, -0.16], [0.36, -0.30, -0.37], [-0.18, -0.55, -0.06], [0.24, -0.20, 0.26], [0.16, 0.13, -0.20], [0.20, -0.15, -0.16], [-1.00, -0.12, -0.41], [-0.47, 0.30, 0.27], [0.29, -0.36, -0.19], [-0.71, 0.50, 0.37], [0.60, 0.00, -0.13], [-0.50, 0.69, -0.59], [1.01, 0.67, 0.26], [-0.54, -0.68, 1.44], [0.72, 0.07, 0.95], [-0.18, -1.50, -1.19], [-0.40, 1.51, 1.59], [-3.14, -1.83, -0.81], [0.63, 0.56, -1.95], [1.85, -0.72, 0.97], [0.11, -0.08, 0.01], [0.05, 0.03, 0.36], [-0.09, 0.33, 0.01], [-0.09, -0.40, 0.19], [0.25, 0.28, 0.05], [-0.37, -0.08, 0.18], [0.38, 0.25, -0.29], [-0.27, -0.31, 0.10], [0.50, 0.45, 0.63], [0.59, 0.50, -0.75], [-0.40, -0.81, 0.25], [0.67, 0.22, 0.17], [-0.07, 0.09, -0.26], [-0.56, 0.08, 0.31], [-0.47, -0.99, -0.57], [-0.05, 0.99, -0.36], [0.26, -0.34, 0.29], [-0.75, 1.22, -0.73], [-0.47, 0.21, 0.58], [0.73, -0.37, -0.71], [-0.65, -1.38, -0.67], [-0.33, 1.88, 1.28], [-0.13, 0.24, 0.63], [0.47, -0.95, 0.85], [0.31, 0.87, 0.12], [-0.88, -1.73, 1.47], [0.22, -1.06, -1.31], [2.18, 2.06, -0.49], [-1.88, 0.36, 1.29], [0.71, 0.74, -0.03], [0.04, 0.34, 0.14], [-0.10, -0.16, -0.07], [0.53, 0.34, -0.43], [-0.54, 0.07, -0.55], [0.18, -0.06, -0.75], [-0.54, -0.10, -0.60], [-0.38, -0.66, -0.04], [0.63, -0.49, -0.40], [-0.17, 0.13, 0.24], [0.09, 0.19, 0.32], [-0.33, -0.14, -0.80], [-0.16, 0.56, -0.05], [0.27, -0.24, -0.09], [0.04, 0.04, -0.02], [0.59, 0.36, 0.25], [-0.02, 0.18, -0.20], [-0.34, -0.25, 0.38], [-0.19, -0.46, -0.77], [0.31, -0.89, -0.31], [-0.11, 0.31, 0.46], [0.98, -0.04, 0.57], [0.05, -0.37, -0.58], [-0.84, -1.17, 0.54], [0.26, 0.94, 0.58], [1.55, -0.07, 0.91], [-0.58, 0.86, -0.01], [0.53, -0.14, 0.44], [0.15, 1.08, -2.52], [0.07, -0.83, 1.43], [-1.60, 0.36, -0.98], [-0.35, -0.25, -0.27], [-0.53, -0.47, 0.17], [-0.74, 0.31, -0.39], [0.06, -0.17, -0.09], [0.14, -0.28, 0.34], [-0.78, -0.87, 0.17], [-0.51, 0.27, 0.54], [1.02, 0.05, -0.26], [-0.84, 0.36, 0.14], [0.21, 0.31, -0.11], [0.07, -0.52, -0.07], [-0.25, -0.13, -0.06], [0.32, 0.06, 0.32], [-0.53, 0.64, -0.67], [0.23, -0.48, -0.72], [-0.29, 0.07, 0.01], [0.77, 0.20, 0.07], [0.96, -0.10, 0.21], [-0.39, 0.31, 0.29], [0.86, 0.10, -0.04], [-0.09, -3.57, 2.00], [-1.02, 2.16, -2.05], [0.00, 2.18, -1.32], [-1.70, -0.89, 0.15], [-0.06, -0.74, -0.96], [-1.02, 0.62, -1.03], [2.94, 0.88, 2.32], [1.27, -0.99, 0.55], [-1.14, -0.30, 0.40], [0.01, -0.19, 0.05], [0.13, -0.06, -0.51], [-0.29, 0.13, -0.25], [0.95, -0.26, -0.04], [-0.23, -0.38, 0.67], [0.19, 0.96, 0.31], [0.79, 1.64, 3.95], [0.75, 0.84, -3.06], [-0.23, -3.77, -2.71], [1.34, 2.74, 0.09], [-1.31, -0.09, 1.90], [-2.92, 1.40, -2.85], [2.33, -2.21, 0.42], [-1.69, -0.70, 0.42], [1.08, 0.80, 1.64], [-0.25, -0.18, -0.69], [0.22, 0.10, 0.27], [-0.73, -0.03, -0.38], [-0.35, -0.04, -0.20], [0.29, 0.06, 0.46], [0.62, -0.39, 0.68], [4.39, -0.04, -0.60], [-1.94, -1.29, 0.46], [-2.93, 0.96, 1.10], [-1.24, -0.37, -1.73], [-0.25, -0.23, -1.23], [-0.30, -1.24, 0.48], [2.22, 1.79, 1.35], [-0.81, -1.95, -1.65], [0.28, 2.06, -0.06], [-0.27, 0.03, 0.00], [0.26, -0.53, 0.31], [0.37, 0.07, 0.54], [-0.08, 0.90, 0.05], [0.84, 0.31, 0.04], [-0.38, -0.54, 0.79], [0.03, -4.21, 0.51], [0.68, 1.47, -0.48], [-0.28, 2.88, -0.22], [1.61, -1.59, 0.86], [-0.83, -0.54, -0.05], [-0.92, 0.96, -0.15], [0.40, -0.12, -1.76], [0.67, 0.68, 0.72], [-0.81, -0.83, 0.04], [-0.24, -0.17, -0.07], [-0.28, 0.26, 0.52], [0.20, 0.14, 0.06], [0.03, 0.85, -0.04], [0.58, -0.62, 0.13], [-0.74, 0.61, 0.12], [1.02, 3.39, 1.77], [-1.79, 0.50, -0.20], [-1.15, -2.96, -2.26], [1.78, 3.36, 3.11], [-0.72, -0.31, 0.09], [-0.91, -0.78, -2.03], [0.69, -1.18, -0.17], [-1.09, -0.41, 2.53], [1.04, -0.86, -1.35], [0.77, -0.24, 0.22], [-0.68, 0.49, -0.20], [0.22, -0.38, -0.02], [-0.14, 0.07, -0.58], [0.00, 0.63, -0.17], [0.97, -1.08, -0.35]], "gap_ev": 2.945, "homo_ev": -7.01, "total_charge": 2, "lumo_ev": -4.07}